The following is a DFT calculation (ωB97M-V/def2-TZVPD) of one molecule with the formula C2H5FO2 at a distorted geometry.

Atoms and positions in Å:
C: -0.32332 0.80075 -0.40399
O: 0.74991 0.08582 0.11984
C: 0.37276 -1.28057 0.37803
O: 1.42633 -1.91622 1.01097
F: -0.11833 -1.91767 -0.80144
H: 0.12533 1.88544 -0.33974
H: -1.28207 0.75720 0.10076
H: -0.59382 0.68829 -1.53478
H: -0.53604 -1.22765 1.07436
H: 2.28207 -1.70809 0.54025

The LUMO energy comes out at 0.91 eV. The calculation puts the orbital gap at 11.8 eV.

Atom charges from the Mulliken analysis, given in e for atoms 1 to 6: C -0.64; O -0.32; C 0.35; O -0.47; F -0.29; H 0.21

=====

The following is a DFT calculation (ωB97M-V/def2-TZVPD) of C10H16S as an isolated structure at a distorted geometry.

Atoms and positions in Å:
C: 1.79743 0.03100 1.21500
C: 0.71147 -0.89704 0.44202
C: 0.84508 -0.05554 -0.77666
C: -0.68901 -0.45719 0.96711
C: 1.83284 0.92892 -0.08581
C: -0.88113 0.63794 -0.13287
C: -1.80697 -0.54495 -0.04884
C: 3.24282 1.04521 -0.66215
C: -3.18605 -0.35806 0.41405
C: -1.70904 -1.68967 -1.05549
S: -1.33421 2.31876 -0.19134
H: 1.47877 0.43498 2.18957
H: 2.71917 -0.54275 1.27423
H: 0.90990 -1.94136 0.47427
H: 0.80982 -0.46348 -1.78437
H: -0.86757 -0.13293 2.02209
H: 1.56580 1.98776 -0.00468
H: 3.19228 1.56686 -1.67741
H: 3.91227 0.14413 -0.61367
H: 3.64765 1.83785 -0.05208
H: -3.40804 0.63199 0.94451
H: -3.49584 -1.33564 0.89833
H: -3.73821 -0.06424 -0.43551
H: -0.76670 -2.12418 -0.93280
H: -1.79005 -1.41518 -2.06066
H: -2.68005 -2.29586 -0.83574
H: -0.31244 2.75267 0.50889

The LUMO energy comes out at 0.79 eV. The calculation puts the orbital gap at 8.7 eV.

Atom charges from the Mulliken analysis, given in e for atoms 1 to 6: C -1.04; C -0.03; C -0.25; C -1.04; C 0.39; C -0.20

=====

The following is a DFT calculation (ωB97M-V/def2-TZVPD) of one molecule with the formula C3H9NS2 at a distorted geometry.

Atoms and positions in Å:
C: 0.54225 -2.45380 -1.59363
S: 0.94762 -1.29027 -0.30627
S: -0.50060 0.15322 -0.76250
C: 0.24730 1.50618 0.26957
C: -0.25795 1.43842 1.70086
N: -1.67151 1.66516 1.76109
H: -0.19186 -2.08444 -2.30698
H: 1.39254 -2.75147 -2.21971
H: 0.15951 -3.39795 -1.18814
H: -0.08399 2.37906 -0.27699
H: 1.30512 1.28563 0.15349
H: 0.26796 2.23936 2.25254
H: 0.01581 0.46313 2.10288
H: -2.11209 2.22735 1.05884
H: -2.13476 1.61017 2.64610

The LUMO energy comes out at 0.64 eV. The calculation puts the orbital gap at 8.3 eV.

Atom charges from the Mulliken analysis, given in e for atoms 1 to 6: C -0.80; S -0.05; S -0.03; C -1.05; C -0.02; N -0.42

=====

The following is a DFT calculation (ωB97M-V/def2-TZVPD) of C21H31CdO4 as an isolated structure at a distorted geometry.

Atoms and positions in Å:
O: 0.09440 1.38432 -0.68889
C: 0.94323 1.72592 -1.82140
C: -0.00413 2.83026 -2.28200
H: 0.94147 0.89035 -2.53141
H: 1.94277 2.02719 -1.49407
C: -0.97295 2.23165 -1.20012
H: -0.32554 2.68825 -3.31344
H: 0.36151 3.83837 -1.99593
C: -2.14950 1.40792 -1.69449
H: -1.89998 0.83664 -2.59968
H: -3.01603 2.04865 -1.90855
H: -2.40630 0.68331 -0.92315
C: -1.37951 3.21976 -0.11014
H: -0.61003 4.00434 0.05104
H: -1.53365 2.66955 0.83114
H: -2.33277 3.67701 -0.45064
Cd: 0.04866 -1.83159 0.80952
C: 0.79627 1.63485 3.73899
C: 1.60492 0.48257 3.61808
C: 2.11930 0.43553 2.30537
H: 1.79751 -0.23632 4.40662
C: 1.65891 1.58459 1.62229
C: 0.82332 2.32760 2.49158
H: 0.32007 3.28543 2.27935
H: 0.24741 1.94846 4.64426
H: 2.77136 -0.32204 1.88434
H: 1.94594 1.86434 0.60916
C: -1.51387 -0.61827 3.86357
C: -2.03791 0.55515 3.28695
C: -2.39131 0.29054 1.95938
H: -2.14530 1.49677 3.82590
C: -2.03579 -1.07104 1.65824
C: -1.52449 -1.64310 2.89646
H: -1.34658 -2.69695 3.10001
H: -1.16728 -0.68595 4.89584
H: -2.91772 0.97945 1.29459
H: -2.46866 -1.64546 0.82022
O: 0.00676 -1.12405 -3.37118
C: -0.30370 -0.68776 -4.73664
C: 0.43301 -1.54388 -5.77986
H: -0.01326 0.36312 -4.92793
H: -1.39825 -0.79334 -4.81477
C: 1.25254 -2.54350 -4.93667
H: 1.09988 -0.96244 -6.43645
H: -0.30293 -2.08590 -6.37829
C: 0.95763 -2.19831 -3.47097
H: 2.32324 -2.42981 -5.12007
H: 0.90989 -3.55300 -5.18717
H: 1.88530 -1.86657 -2.98145
H: 0.54821 -3.06827 -2.94407
C: 1.22646 -2.84126 4.66751
O: 1.08596 -3.43416 3.32016
C: 1.54458 -2.72576 2.25964
O: 2.74590 -2.64764 2.01118
H: 0.44112 -2.08722 4.81508
H: 2.19868 -2.36284 4.79854
H: 1.12128 -3.70550 5.33441

The LUMO energy comes out at 1.86 eV. The calculation puts the orbital gap at 4.2 eV. Its charge is -1.

Atom charges from the Mulliken analysis, given in e for atoms 1 to 6: O -0.50; C 0.02; C -1.02; H -0.28; H 0.32; C 1.60